A structure of composition C4H7LaLiO2, computed with ωB97M-V/def2-TZVPD.

Output
2S+1: 2
Orbital gap (spin up / spin down): 7.68 / 7.86 eV
Charge: +2
ΔE to the lowest compared entry with this formula, charge and spin: 0.0 kJ/mol
E_tot: -345.5271 Eh
E_HOMO (spin up / spin down): -16.4 / -17.4 eV

XYZ file:
```
15
Properties=species:S:1:pos:R:3:forces:R:3
H -3.249738 -1.176691 -2.524642 1.23 -0.79 -1.03
C 0.936428 -0.056380 -0.850223 1.86 0.59 0.17
C 1.043036 1.201574 -0.057984 -0.08 0.14 0.04
C 0.997883 0.272310 1.086854 -0.07 -0.41 -0.05
C -0.266264 -0.202113 1.723453 0.98 0.19 0.71
O -1.396406 0.227526 1.082167 -0.82 -0.67 -1.27
O -0.139567 -0.431354 -1.414838 -2.10 -0.73 -0.76
Li -0.959538 -1.301369 -2.907717 0.44 -0.61 -1.19
La -2.498369 -0.273264 -0.778357 -0.91 2.27 3.26
H 1.859428 -0.607222 -1.074669 -0.32 0.06 0.16
H 2.000673 1.713842 -0.189977 -0.21 -0.11 0.04
H 0.168961 1.851301 -0.169983 0.25 -0.14 0.10
H 1.936480 -0.111726 1.492476 -0.22 0.12 -0.09
H -0.220043 0.202479 2.762514 0.00 -0.28 -0.22
H -0.212964 -1.308913 1.820927 -0.02 0.38 0.13
```
Forces are in eV/Å.

Mulliken atomic charge list, values in e, 8 entries: atom 1 (H): -0.427, atom 2 (C): 0.110, atom 3 (C): -0.438, atom 4 (C): -0.115, atom 5 (C): -0.399, atom 6 (O): -0.715, atom 7 (O): -0.690, atom 8 (Li): 0.677